# 1
Here is a 2-piece molecular cluster, CHIOS2 overall from the Open Molecules 2025 dataset. Energies are from ωB97M-V/def2-TZVPD.

Properties
- highest occupied orbital energy (alpha / beta) (eV) = -7.42 / -9.94
- E_LUMO (alpha / beta) (eV) = -0.7 / -3.1
- multiplicity = 3
- energy above the lowest of the compared OMol25 structures with the same formula, charge and spin (kJ/mol) = 393.5
- charge = 0
- molecular weight (g/mol) = 220.06
- ⟨S²⟩ = 2.010

Atoms and positions in Å:
O (-0.5874, -1.0377, -1.8468)
S (0.5476, -0.4747, -1.1583)
C (0.0678, 0.1883, 0.4527)
I (0.8873, 2.0118, 1.1778)
S (0.7938, -1.3373, 0.7883)
H (-1.7091, 0.6496, 0.5862)



# 2
Here is C22H32ClCuN3O2S2Si2 as an isolated structure from the Open Molecules 2025 dataset. Energies are from ωB97M-V/def2-TZVPD.

Properties
- highest occupied orbital energy (eV) = -3.40
- E_LUMO (eV) = 2.2
- multiplicity = 1
- energy above the lowest of the compared OMol25 structures with the same formula, charge and spin (kJ/mol) = 0.0
- charge = -1
- molecular weight (g/mol) = 589.82

Atoms and positions in Å:
H (-4.3178, 2.2621, 2.6203)
H (-2.8006, 0.8822, -2.4487)
N (1.4428, 0.6872, 0.9143)
Cl (5.1515, -0.6315, -3.9859)
H (-1.5210, -0.3214, -2.3400)
C (0.2258, 1.1003, 1.4098)
C (-0.3493, -2.9398, -1.3704)
C (-1.7170, 0.7446, -2.4568)
H (1.2630, 3.0182, -1.0014)
C (-2.5877, -0.4504, 2.6887)
H (3.4691, 0.4818, 1.1614)
Si (-2.5722, 0.9322, 1.3983)
H (1.7941, -2.7756, 3.6265)
H (-1.7536, -0.3855, 3.3914)
C (4.4667, -0.6129, -1.2416)
H (-1.9240, 3.8514, -2.1420)
C (-1.9317, 3.3899, -1.1489)
H (-1.3616, 1.0578, -3.4451)
H (-3.5982, -0.4512, -0.4037)
H (-2.9745, 3.1868, -0.8850)
H (-3.5194, -0.4368, 3.2631)
C (-3.3023, 2.4631, 2.2627)
C (0.2088, 1.5198, 2.7803)
H (0.7490, 0.1191, -3.7873)
O (3.3033, -0.8442, -1.6631)
C (1.3532, 1.6127, 3.5230)
Si (-0.8996, 1.7937, -1.0963)
H (1.1237, -1.0987, -5.0234)
C (5.5268, -0.2045, -2.2806)
H (6.4769, -0.6651, -2.0342)
C (-3.9081, 0.4344, 0.1573)
H (1.5654, -1.2009, 2.8472)
H (3.5184, 1.3532, 3.4851)
H (-3.3468, 3.3117, 1.5749)
H (5.6329, 0.8777, -2.2496)
H (-1.5633, -4.5669, -2.2020)
C (1.0514, -2.0779, 3.2349)
C (-0.9331, -3.7030, -2.3303)
H (0.6504, 2.9032, -2.6598)
N (0.4318, -1.9117, -1.8487)
H (-0.7320, 1.8340, 3.2103)
C (-0.9435, 1.1061, 0.5971)
H (0.3983, -1.7705, 4.0519)
H (-1.5456, 4.1164, -0.4284)
C (0.7912, 2.3482, -1.7251)
S (-0.9642, -3.8850, 2.4235)
S (-0.4913, -3.1192, -3.8748)
C (-1.2758, -3.9727, 0.7436)
C (-0.4381, -3.1326, 0.0806)
N (0.4261, -2.4235, 0.8788)
C (1.1841, -0.8667, -3.9607)
H (-2.5216, -1.4152, 2.1779)
H (2.2253, -0.8310, -3.6354)
H (-2.0488, -4.6048, 0.3383)
H (1.3019, 1.9638, 4.5487)
C (2.5851, 1.2842, 2.9442)
O (4.8904, -0.6167, -0.0803)
C (2.5608, 0.8247, 1.6464)
H (-4.1297, 1.2252, -0.5636)
H (-2.7052, 2.7751, 3.1233)
Cu (1.5259, -0.6980, -0.5511)
C (0.4551, -1.8790, -3.1496)
C (0.2672, -2.7043, 2.1316)
H (-4.8364, 0.2000, 0.6873)
H (1.4974, 1.5365, -1.9091)



# 3
Here is one molecule with the formula C20H27O2 from the Open Molecules 2025 dataset. Energies are from ωB97M-V/def2-TZVPD.

Properties
- highest occupied orbital energy (alpha / beta) (eV) = -7.21 / -8.00
- E_LUMO (alpha / beta) (eV) = 0.7 / 0.5
- multiplicity = 2
- energy above the lowest of the compared OMol25 structures with the same formula, charge and spin (kJ/mol) = 0.0
- charge = 0
- molecular weight (g/mol) = 299.43
- ⟨S²⟩ = 0.754

Atoms and positions in Å:
C (-1.2369, 1.1898, 2.0632)
H (2.9736, 5.4630, -1.3661)
H (2.7364, 3.9020, -2.1842)
H (-1.9684, 2.0081, 1.9139)
C (2.6179, 3.7987, -0.0131)
C (-1.2209, -2.1108, -1.9689)
H (-0.3027, -3.1669, 1.6370)
C (-2.1892, -1.8717, -0.7792)
C (-2.7458, -3.1752, -0.1465)
C (-3.3504, -1.0628, -1.3666)
H (-4.0809, -0.8351, -0.5826)
H (1.5764, -2.5418, -0.0368)
C (-1.2901, 0.2476, 3.0323)
C (1.3723, 0.2564, -0.4428)
H (-0.3385, -0.1315, 3.4114)
C (2.0212, 1.4632, -0.7574)
C (0.7904, -1.9338, -0.5054)
H (-3.5647, -4.8197, -0.8861)
H (-1.9941, -3.7232, 0.4496)
O (1.4932, -0.8614, -1.2015)
C (0.7440, 2.4638, 1.0590)
H (-3.8270, -1.6567, -2.1643)
C (4.1139, 3.5495, 0.2152)
H (-3.5855, -2.9005, 0.5147)
C (-0.0104, 1.2870, 1.2576)
H (4.2815, 3.1017, 1.1986)
H (2.2556, 4.4519, 0.7877)
H (-1.0021, -1.1322, -2.4113)
H (4.5176, 2.8680, -0.5412)
C (2.4095, 4.5250, -1.3454)
H (2.6956, 1.4635, -1.6122)
H (-1.7039, -2.7228, -2.7413)
C (0.0395, -2.1462, 1.8473)
H (1.0770, -2.1425, 2.1772)
H (-0.2127, -3.7003, -0.9519)
C (0.4798, 0.1368, 0.6359)
H (4.6665, 4.4944, 0.1745)
C (1.7842, 2.5324, 0.1038)
H (-2.1492, -0.5904, 0.9853)
H (0.5274, 3.3437, 1.6641)
O (-3.2016, -3.9826, -1.2134)
H (-2.9485, -0.1347, -1.7931)
H (1.3541, 4.7671, -1.4948)
C (0.0457, -2.7932, -1.5064)
C (-0.0815, -1.2739, 0.6015)
H (-0.6177, -1.7787, 2.6291)
H (-2.1329, 0.0817, 3.6893)
C (-1.5180, -1.1562, 0.3168)
H (0.7003, -3.0504, -2.3524)



# 4
Here is one molecule with the formula C3H5NO2 from the Open Molecules 2025 dataset. Energies are from ωB97M-V/def2-TZVPD.

Properties
- highest occupied orbital energy (eV) = -9.65
- E_LUMO (eV) = -1.1
- multiplicity = 1
- energy above the lowest of the compared OMol25 structures with the same formula, charge and spin (kJ/mol) = 313.6
- charge = 0
- molecular weight (g/mol) = 87.08

Atoms and positions in Å:
H (-2.0055, 0.9720, -0.6278)
C (-1.0094, 0.9048, -0.1601)
H (0.8892, -1.4743, 1.0669)
O (0.8772, 0.8017, -1.0305)
H (-0.8148, -0.7189, -0.8100)
N (0.6024, -0.5636, 0.7427)
H (-1.4840, -1.0355, 0.7897)
C (-0.7224, -0.4478, 0.2716)
H (-0.5418, 1.8307, 0.0951)
C (1.5143, 0.0110, -0.1937)
O (2.6949, -0.2800, -0.1437)